The following is a quantum chemistry calculation of one molecule with the formula C4H8N2OS at a distorted geometry, from OMol25.

## Properties
- Lowest unoccupied orbital energy: 0.14 eV
- Strongest force on any atom: 4.2 eV/A
- SMILES: CN(C)/N=C\C(O)=S
- Gap between HOMO and LUMO: 0.330 Ha
- Energy above the lowest of the compared OMol25 structures with the same formula, charge and spin: 93.0 kcal/mol

```
! RIJCOSX wB97M-V def2-TZVPD def2/J DEFGRID3
* xyz 0 1
C -1.080 -1.534 -0.302
C -1.471 0.840 -0.385
C 1.110 0.234 1.377
C 2.067 0.378 0.166
H -1.902 -1.858 0.540
H -1.637 -1.560 -1.323
H -0.344 -2.406 -0.253
H -1.419 1.104 -1.611
H -2.558 0.517 -0.010
H -1.101 1.927 0.226
H 1.433 0.187 2.398
H 2.389 1.593 -1.271
N -0.439 -0.210 -0.171
N -0.091 0.026 1.214
O 1.849 1.554 -0.402
S 3.196 -0.794 -0.193
*
```

The following is a quantum chemistry calculation of one molecule with the formula C4H8N2OS at a distorted geometry, from OMol25.

## Properties
- Lowest unoccupied orbital energy: 0.58 eV
- Strongest force on any atom: 2.5 eV/A
- SMILES: NCC1=NSC[C@@H]1O
- Gap between HOMO and LUMO: 0.344 Ha
- Energy above the lowest of the compared OMol25 structures with the same formula, charge and spin: 26.5 kcal/mol

```
! RIJCOSX wB97M-V def2-TZVPD def2/J DEFGRID3
* xyz 0 1
C 1.667 0.075 0.301
C 0.175 -0.244 0.146
C -2.171 0.078 0.373
C -0.882 0.849 0.269
H 2.595 -0.806 -1.327
H 2.086 -1.857 -0.224
H 1.855 0.153 1.409
H 1.874 1.038 -0.226
H -2.456 -0.125 1.466
H -3.017 0.621 -0.078
H -0.706 1.529 1.154
H -0.651 0.987 -1.609
N 2.534 -0.959 -0.318
N -0.175 -1.450 -0.087
O -0.847 1.671 -0.895
S -1.880 -1.559 -0.353
*
```

The following is a quantum chemistry calculation of C4H8N2OS as an isolated structure at a distorted geometry, from OMol25.

## Properties
- Lowest unoccupied orbital energy: 0.72 eV
- Strongest force on any atom: 5.7 eV/A
- Gap between HOMO and LUMO: 0.339 Ha
- Energy above the lowest of the compared OMol25 structures with the same formula, charge and spin: 77.7 kcal/mol

```
! RIJCOSX wB97M-V def2-TZVPD def2/J DEFGRID3
* xyz 0 1
C 2.151 0.133 -1.334
C 1.452 0.156 0.008
C 0.184 0.785 -0.188
C -1.345 0.171 1.386
H 1.357 -0.309 -2.116
H 2.572 1.230 -1.791
H 3.155 -0.468 -1.330
H 1.969 0.889 0.581
H 0.762 -1.119 1.503
H 1.176 -1.980 -0.015
H 0.510 1.771 -0.788
H -1.579 0.476 2.342
N 1.484 -1.107 0.671
N -1.785 -0.719 0.543
O -0.529 1.240 0.922
S -1.140 -0.318 -0.843
*
```

The following is a quantum chemistry calculation of C4H8N2OS as an isolated structure at a distorted geometry, from OMol25.

## Properties
- Lowest unoccupied orbital energy: 0.41 eV
- Strongest force on any atom: 5.0 eV/A
- Gap between HOMO and LUMO: 0.347 Ha
- Energy above the lowest of the compared OMol25 structures with the same formula, charge and spin: 91.5 kcal/mol

```
! RIJCOSX wB97M-V def2-TZVPD def2/J DEFGRID3
* xyz 0 1
C 2.067 0.393 1.564
C 0.110 0.218 0.306
C -1.383 -0.211 0.111
C -1.670 -1.124 -1.102
H 2.467 -0.889 1.326
H 2.079 0.766 2.716
H 2.479 1.222 0.581
H 0.102 -0.036 -1.717
H 1.765 0.057 -0.946
H -1.660 -0.660 1.021
H -1.759 1.791 -1.197
H -2.548 -1.970 -0.895
N 0.588 0.166 1.507
N 0.809 0.207 -0.942
O -1.137 -1.135 -2.184
S -2.310 1.205 -0.150
*
```

The following is a quantum chemistry calculation of C4H8N2S as an isolated structure at a distorted geometry, from OMol25.

## Properties
- Lowest unoccupied orbital energy (alpha / beta): 0.14 / 0.14 eV
- Strongest force on any atom: 2.5 eV/A
- Gap between HOMO and LUMO (alpha / beta): 0.255 / 0.255 Ha
- Energy above the lowest of the compared OMol25 structures with the same formula, charge and spin: 119.9 kcal/mol

```
! RIJCOSX wB97M-V def2-TZVPD def2/J DEFGRID3
* xyz 0 1
C 0.699 0.517 -0.867
C -2.463 0.039 1.057
C -0.599 0.648 -0.318
C -1.794 -0.172 2.419
N -1.680 0.289 0.073
N 3.049 -0.311 -2.419
S 1.680 -1.201 -2.054
H 1.033 1.206 -1.651
H 1.371 0.269 -0.023
H -3.556 0.097 0.955
H -1.468 -1.223 2.695
H -0.775 0.366 2.277
H -2.348 0.377 3.224
H 3.877 -0.649 -1.960
H 2.974 -0.250 -3.408
*
```

The following is a quantum chemistry calculation of one molecule with the formula C4H8N2S at a distorted geometry, from OMol25.

## Properties
- Lowest unoccupied orbital energy: 0.46 eV
- Strongest force on any atom: 4.9 eV/A
- SMILES: NCC(=S)N1CC1
- Gap between HOMO and LUMO: 0.323 Ha
- Energy above the lowest of the compared OMol25 structures with the same formula, charge and spin: 119.3 kcal/mol

```
! RIJCOSX wB97M-V def2-TZVPD def2/J DEFGRID3
* xyz 0 1
C -1.298 -0.643 -0.010
C -0.447 0.598 -0.087
C 2.001 -0.527 0.012
C 2.060 1.039 0.130
H -3.062 0.109 0.821
H -3.243 -0.822 -0.982
H -0.836 -1.521 0.535
H -0.900 -0.813 -1.023
H 2.020 -0.913 1.043
H 2.546 -1.219 -0.831
H 1.854 1.427 1.310
H 2.485 1.609 -0.653
N -2.771 -0.794 0.123
N 0.874 0.364 -0.338
S -1.283 2.104 -0.049
*
```

> What is the strongest force on any atom in the sixth record?

4.9 eV/A

Copy entry 5 word for word.
The following is a quantum chemistry calculation of C4H8N2S as an isolated structure at a distorted geometry, from OMol25.

## Properties
- Lowest unoccupied orbital energy (alpha / beta): 0.14 / 0.14 eV
- Strongest force on any atom: 2.5 eV/A
- Gap between HOMO and LUMO (alpha / beta): 0.255 / 0.255 Ha
- Energy above the lowest of the compared OMol25 structures with the same formula, charge and spin: 119.9 kcal/mol

```
! RIJCOSX wB97M-V def2-TZVPD def2/J DEFGRID3
* xyz 0 1
C 0.699 0.517 -0.867
C -2.463 0.039 1.057
C -0.599 0.648 -0.318
C -1.794 -0.172 2.419
N -1.680 0.289 0.073
N 3.049 -0.311 -2.419
S 1.680 -1.201 -2.054
H 1.033 1.206 -1.651
H 1.371 0.269 -0.023
H -3.556 0.097 0.955
H -1.468 -1.223 2.695
H -0.775 0.366 2.277
H -2.348 0.377 3.224
H 3.877 -0.649 -1.960
H 2.974 -0.250 -3.408
*
```

> The highest energy above the lowest of the compared OMol25 structures with the same formula, charge and spin belongs to which entry?

number 5